#a
Here is 2 unconnected molecules or ions with the total composition C4H9NO2 from the Open Molecules 2025 dataset. Energies are from the ωB97M-V functional and the def2-TZVPD basis.

Cartesian coordinates (Å):
C1 -1.47 -0.10 -2.56
C2 1.83 0.71 0.95
C3 -0.48 -0.01 1.53
C4 0.75 -0.26 0.66
N1 -0.82 -0.49 -1.50
O1 -1.17 -1.52 -0.87
O2 0.23 0.23 -1.14
H1 -1.19 0.80 -3.05
H2 -2.18 -0.92 -2.81
H3 2.08 1.03 0.00
H4 1.36 1.50 1.53
H5 2.64 0.17 1.47
H6 -0.15 -0.11 2.58
H7 -1.29 -0.72 1.47
H8 -0.92 0.99 1.37
H9 0.80 -1.30 0.38

Output
* Kohn-Sham gap: 8.95 eV
* total charge: 0
* HOMO: -8.2 eV
* LUMO: 0.0282 Eh


#b
Here is a single C4H9NO2 molecule from the Open Molecules 2025 dataset. Energies are from the ωB97M-V functional and the def2-TZVPD basis.

Cartesian coordinates (Å):
C1 -0.15 1.26 1.80
C2 -0.17 0.72 0.37
O1 0.86 1.39 -0.33
C3 0.06 -0.79 0.40
N1 0.01 -1.49 -0.88
C4 -0.04 -1.02 -2.15
O2 -0.10 0.15 -2.51
H1 -0.96 0.84 2.40
H2 -0.25 2.34 1.77
H3 0.81 1.02 2.28
H4 -1.15 0.93 -0.08
H5 0.68 1.22 -1.27
H6 1.04 -0.97 0.85
H7 -0.69 -1.26 1.05
H8 0.08 -2.49 -0.82
H9 -0.03 -1.84 -2.89

Output
* SMILES: C[C@@H](O)CNC=O
* Kohn-Sham gap: 10.61 eV
* total charge: 0
* HOMO: -10.0 eV
* LUMO: 0.0238 Eh


#c
Here is 2 unconnected molecules or ions with the total composition C4H9NO2 from the Open Molecules 2025 dataset. Energies are from the ωB97M-V functional and the def2-TZVPD basis.

Cartesian coordinates (Å):
C1 1.17 1.53 -0.62
C2 -0.31 -1.39 1.31
N1 0.19 2.00 0.14
C3 -0.75 -0.74 -1.11
C4 -1.17 -1.12 0.11
O1 0.48 -0.41 -1.47
O2 2.04 0.70 -0.13
H1 1.57 -0.21 -0.61
H2 1.29 1.97 -1.60
H3 -0.03 1.51 1.00
H4 -0.52 2.60 -0.25
H5 -1.49 -0.65 -1.90
H6 -2.23 -1.36 0.21
H7 -0.36 -2.45 1.60
H8 0.74 -1.15 1.14
H9 -0.63 -0.82 2.19

Output
* Kohn-Sham gap: 8.32 eV
* total charge: 0
* HOMO: -7.7 eV
* LUMO: 0.0241 Eh


#d
Here is 2 unconnected molecules or ions with the total composition C4H9NO2 from the Open Molecules 2025 dataset. Energies are from the ωB97M-V functional and the def2-TZVPD basis.

Cartesian coordinates (Å):
C1 1.43 0.21 -1.32
N1 1.87 -0.98 0.54
C2 1.16 -0.18 1.14
O1 0.53 0.85 0.29
C3 -0.91 0.94 0.28
C4 -1.59 -0.42 0.40
O2 -1.12 -1.34 -0.56
H1 1.18 -0.77 -1.70
H2 0.85 1.02 -1.78
H3 2.49 0.42 -1.25
H4 0.90 0.00 2.18
H5 -1.23 1.61 1.08
H6 -1.15 1.40 -0.68
H7 -1.47 -0.81 1.42
H8 -2.66 -0.29 0.23
H9 -0.26 -1.66 -0.25

Output
* Kohn-Sham gap: 8.66 eV
* total charge: 0
* HOMO: -8.3 eV
* LUMO: 0.0119 Eh


If we sort the structures by their calculated energies, the order from most to least stable is #b, #c, #d, #a.


#a
Here is a single C4H9NO2 molecule from the Open Molecules 2025 dataset. Energies are from the ωB97M-V functional and the def2-TZVPD basis.

Cartesian coordinates (Å):
C1 0.82 -1.87 1.32
N1 1.08 -0.45 1.51
C2 -0.06 0.41 1.25
C3 -0.16 0.63 -0.28
O1 0.80 0.37 -0.97
O2 -1.27 1.15 -0.83
C4 -1.12 1.31 -2.26
H1 -0.10 -2.16 1.83
H2 1.64 -2.44 1.77
H3 0.74 -2.18 0.26
H4 1.73 -0.18 0.78
H5 0.13 1.39 1.72
H6 -0.96 0.00 1.74
H7 -2.08 1.64 -2.66
H8 -0.84 0.35 -2.71
H9 -0.34 2.03 -2.49

Output
* SMILES: CNCC(=O)OC
* Kohn-Sham gap: 10.00 eV
* total charge: 0
* HOMO: -9.1 eV
* LUMO: 0.0339 Eh


#b
Here is 2 unconnected molecules or ions with the total composition C4H9NO2 from the Open Molecules 2025 dataset. Energies are from the ωB97M-V functional and the def2-TZVPD basis.

Cartesian coordinates (Å):
C1 1.14 0.45 -0.96
C2 1.08 -0.21 0.41
C3 1.20 0.66 1.58
O1 0.02 -0.08 1.40
H1 1.06 -0.27 -1.78
H2 2.12 0.94 -1.03
H3 0.37 1.21 -1.10
H4 1.46 -1.23 0.45
H5 1.80 0.40 2.43
H6 1.04 1.73 1.40
H7 -1.22 -1.88 -1.50
N1 -1.10 -1.25 -0.72
C4 -2.15 -0.55 -0.53
O2 -2.27 0.37 0.42
H8 -3.06 -0.63 -1.11
H9 -1.44 0.35 0.96

Output
* SMILES: C[C@H]1CO1.[H]/N=C/O
* Kohn-Sham gap: 10.94 eV
* total charge: 0
* HOMO: -9.9 eV
* LUMO: 0.0388 Eh


If we sort the structures by their calculated energies, the order from most to least stable is #a, #b.


#a
Here is a single C5H9NO3 molecule from the Open Molecules 2025 dataset. Energies are from the ωB97M-V functional and the def2-TZVPD basis.

Cartesian coordinates (Å):
C1 2.92 0.27 0.02
C2 1.44 0.38 0.33
O1 1.07 1.52 0.59
O2 0.59 -0.71 0.27
N1 -0.83 -0.48 0.46
C3 -1.37 -0.83 1.76
C4 -1.70 -0.01 -0.53
C5 -1.21 0.32 -1.94
O3 -2.88 0.18 -0.27
H1 3.48 0.90 0.71
H2 3.06 0.64 -1.02
H3 3.28 -0.73 0.13
H4 -1.43 0.07 2.41
H5 -0.75 -1.57 2.26
H6 -2.38 -1.21 1.69
H7 -1.96 0.94 -2.50
H8 -1.03 -0.59 -2.46
H9 -0.29 0.90 -1.89

Output
* SMILES: CC(=O)ON(C)C(C)=O
* Kohn-Sham gap: 10.45 eV
* total charge: 0
* HOMO: -9.7 eV
* LUMO: 0.0263 Eh


#b
Here is a single C5H9NO3 molecule from the Open Molecules 2025 dataset. Energies are from the ωB97M-V functional and the def2-TZVPD basis.

Cartesian coordinates (Å):
H1 -0.16 -2.21 -2.46
N1 -0.17 -1.42 -1.81
C1 0.96 -1.03 -1.41
C2 1.10 0.13 -0.48
C3 -0.22 0.56 0.20
C4 0.01 1.81 1.05
O1 -1.22 0.85 -0.72
C5 -0.61 -0.58 1.15
O2 0.10 -1.00 2.03
O3 -1.82 -1.09 0.89
H2 1.91 -1.48 -1.71
H3 1.50 0.97 -1.05
H4 1.83 -0.13 0.29
H5 0.74 1.61 1.84
H6 -0.94 2.12 1.50
H7 0.38 2.62 0.41
H8 -1.36 0.05 -1.25
H9 -2.03 -1.79 1.52

Output
* SMILES: [H]/N=C/C[C@@](C)(O)C(=O)O
* Kohn-Sham gap: 10.57 eV
* total charge: 0
* HOMO: -9.8 eV
* LUMO: 0.0296 Eh


If we sort the structures by their calculated energies, the order from most to least stable is #b, #a.


#a
Here is a single C5H9NO3 molecule from the Open Molecules 2025 dataset. Energies are from the ωB97M-V functional and the def2-TZVPD basis.

Cartesian coordinates (Å):
C1 1.42 1.22 1.92
N1 0.73 0.52 0.88
C2 0.37 0.93 -0.48
C3 -0.35 -0.43 -0.63
O1 0.47 -1.31 -1.82
C4 -1.85 -0.33 -0.77
O2 -1.86 -1.44 -1.63
C5 0.16 -0.70 0.81
O3 0.08 -1.62 1.60
H1 1.48 0.57 2.80
H2 2.44 1.48 1.60
H3 0.89 2.14 2.19
H4 -0.25 1.84 -0.51
H5 1.24 1.07 -1.13
H6 0.49 -2.23 -1.51
H7 -2.37 -0.53 0.18
H8 -2.16 0.58 -1.29
H9 -0.93 -1.77 -2.22

Output
* SMILES: CN1C[C@](O)(CO)C1=O
* Kohn-Sham gap: 10.22 eV
* total charge: 0
* HOMO: -9.7 eV
* LUMO: 0.0204 Eh


#b
Here is a molecular structure, C5H9NO3 from the Open Molecules 2025 dataset. Energies are from the ωB97M-V functional and the def2-TZVPD basis.

Cartesian coordinates (Å):
C1 1.02 0.90 1.67
C2 1.17 0.50 0.23
N1 1.03 -1.93 -0.87
O1 0.32 -1.08 0.02
O2 2.21 0.50 -0.40
H1 1.41 -2.67 -0.28
H2 1.84 -1.38 -1.19
H3 1.12 1.98 1.75
H4 0.05 0.60 2.06
H5 1.81 0.41 2.24
C3 -2.23 -0.22 -0.36
C4 -0.89 0.04 -0.97
C5 -0.17 1.23 -0.65
O3 -0.29 2.42 -0.72
H6 -0.64 -0.46 -1.90
H7 -2.99 -0.16 -1.14
H8 -2.29 -1.20 0.10
H9 -2.49 0.52 0.40

Output
* Kohn-Sham gap (alpha / beta): 7.93 / 7.93 eV
* total charge: 0
* HOMO (alpha / beta): -8.1 / -8.1 eV
* LUMO (alpha / beta): -0.0063 / -0.0063 Eh


#c
Here is a single C5H9NO3 molecule from the Open Molecules 2025 dataset. Energies are from the ωB97M-V functional and the def2-TZVPD basis.

Cartesian coordinates (Å):
C1 0.48 -1.27 0.74
C2 -0.61 -0.20 0.65
O1 -1.01 0.16 1.96
C3 -1.81 -0.77 -0.11
O2 -1.72 -1.37 -1.18
C4 -0.43 1.09 -0.19
C5 1.07 1.16 -0.54
N1 1.40 0.54 -1.71
O3 1.89 1.74 0.15
H1 0.74 -1.69 -0.24
H2 0.13 -2.10 1.36
H3 1.38 -0.88 1.22
H4 -0.24 0.59 2.39
H5 -2.78 -0.67 0.42
H6 -0.64 1.98 0.42
H7 -0.98 1.21 -1.13
H8 0.77 -0.09 -2.20
H9 2.37 0.58 -2.01

Output
* SMILES: C[C@](O)(C=O)CC(N)=O
* Kohn-Sham gap: 10.46 eV
* total charge: 0
* HOMO: -9.8 eV
* LUMO: 0.0256 Eh


If we sort the structures by their calculated energies, the order from most to least stable is #c, #a, #b.


#a
Here is a molecular structure, C5H9NO3 from the Open Molecules 2025 dataset. Energies are from the ωB97M-V functional and the def2-TZVPD basis.

Cartesian coordinates (Å):
C1 -1.72 -0.23 -0.39
C2 0.81 -0.47 0.28
C3 1.03 0.17 -1.01
C4 -0.47 0.34 0.15
C5 0.70 -1.94 0.31
N1 -0.53 1.54 0.88
O1 -1.91 -1.24 -1.06
O2 -2.75 0.51 0.07
O3 1.60 1.43 -1.18
H1 1.44 0.05 1.08
H2 0.62 -0.20 -2.00
H3 1.65 -2.51 0.23
H4 0.18 -2.02 -0.61
H5 0.07 -2.32 1.18
H6 -0.33 2.30 0.20
H7 0.19 1.63 1.62
H8 -2.49 1.27 0.55
H9 1.90 1.70 -0.31

Output
* Kohn-Sham gap: 8.78 eV
* total charge: 0
* HOMO: -8.4 eV
* LUMO: 0.0128 Eh


#b
Here is a single C5H9NO3 molecule from the Open Molecules 2025 dataset. Energies are from the ωB97M-V functional and the def2-TZVPD basis.

Cartesian coordinates (Å):
C1 2.36 0.70 -1.28
N1 2.32 0.52 -0.02
O1 2.33 1.27 0.94
O2 2.09 -0.94 0.29
C2 1.09 -1.08 1.24
C3 -0.29 -0.86 0.57
C4 -0.92 0.31 0.35
C5 -2.38 0.35 -0.18
O3 -0.50 1.55 0.62
H1 2.83 1.73 -1.76
H2 2.45 -0.14 -1.94
H3 1.14 -2.14 1.65
H4 1.23 -0.36 1.99
H5 -0.82 -1.79 0.13
H6 -3.29 0.26 0.48
H7 -2.47 -0.36 -1.05
H8 -2.33 1.36 -0.65
H9 0.50 1.65 0.92

Output
* SMILES: C=[N+]([O-])OC/C=C(/C)O
* Kohn-Sham gap: 9.08 eV
* total charge: 0
* HOMO: -8.6 eV
* LUMO: 0.0179 Eh


#c
Here is 2 unconnected molecules or ions with the total composition C5H9NO3 from the Open Molecules 2025 dataset. Energies are from the ωB97M-V functional and the def2-TZVPD basis.

Cartesian coordinates (Å):
C1 -0.84 -2.01 0.51
C2 -1.27 -0.77 0.33
C3 -0.67 0.45 1.05
O1 -0.88 1.61 0.34
O2 0.68 0.20 1.41
C4 1.67 1.03 0.84
H1 0.11 -2.20 0.99
H2 -1.37 -2.86 0.11
H3 -2.22 -0.55 -0.14
H4 -1.22 0.58 2.00
H5 -0.57 1.47 -0.58
H6 1.45 2.09 1.00
H7 1.80 0.84 -0.23
H8 2.60 0.76 1.36
N1 -0.11 0.52 -2.22
C5 0.36 -0.57 -2.00
O3 1.05 -1.46 -1.74
H9 -0.57 0.88 -3.03

Output
* SMILES: C=C[C@H](O)OC.N=C=O
* Kohn-Sham gap: 10.10 eV
* total charge: 0
* HOMO: -9.5 eV
* LUMO: 0.0205 Eh


If we sort the structures by their calculated energies, the order from most to least stable is #c, #a, #b.


#a
Here is a molecular structure, C5H9NO3 from the Open Molecules 2025 dataset. Energies are from the ωB97M-V functional and the def2-TZVPD basis.

Cartesian coordinates (Å):
C1 -1.31 -1.03 -0.38
N1 1.48 -1.76 -0.11
C2 0.96 -0.67 0.66
C3 -0.47 -0.46 0.70
H1 1.43 -1.53 -1.10
H2 2.46 -1.90 0.10
H3 1.46 -0.55 1.62
H4 -0.91 -0.12 1.62
H5 -1.18 -2.12 -0.37
H6 -2.36 -0.76 -0.28
H7 -0.94 -0.68 -1.35
C4 -0.54 1.71 0.29
C5 1.02 0.76 -0.23
O1 -1.32 1.91 -0.79
O2 -0.60 2.38 1.29
O3 1.13 0.63 -1.45
H8 -1.88 2.69 -0.62
H9 1.55 1.48 0.40

Output
* Kohn-Sham gap: 8.15 eV
* total charge: 0
* HOMO: -8.5 eV
* LUMO: -0.0130 Eh


#b
Here is a molecular structure, C5H9NO3 from the Open Molecules 2025 dataset. Energies are from the ωB97M-V functional and the def2-TZVPD basis.

Cartesian coordinates (Å):
C1 -0.26 1.21 2.01
C2 0.61 0.84 0.82
C3 0.12 1.34 -0.49
C4 0.48 0.27 -1.62
C5 -0.17 -1.15 -1.40
H1 -2.03 0.49 2.67
H2 -1.47 -0.61 1.62
H3 -0.47 2.21 2.10
H4 0.25 1.07 3.09
H5 0.73 2.41 -0.64
H6 -1.18 1.63 -0.51
H7 1.55 0.33 -1.86
H8 -0.11 0.29 -2.54
H9 0.71 -1.32 0.26
N1 -1.51 0.56 1.73
O1 1.67 0.27 0.91
O2 0.04 -1.73 -0.15
O3 -0.73 -1.72 -2.30

Output
* Kohn-Sham gap: 10.63 eV
* total charge: 0
* HOMO: -10.2 eV
* LUMO: 0.0157 Eh


#c
Here is 2 unconnected molecules or ions with the total composition C5H9NO3 from the Open Molecules 2025 dataset. Energies are from the ωB97M-V functional and the def2-TZVPD basis.

Cartesian coordinates (Å):
N1 -1.19 0.06 0.50
C1 -1.05 -1.09 0.44
C2 -0.98 -2.56 0.33
C3 -1.91 -3.24 1.36
O1 -3.26 -2.95 1.15
C4 0.45 -3.10 0.39
C5 1.19 -2.98 1.69
O2 1.20 -1.92 2.32
H1 -1.39 -2.79 -0.66
H2 -1.59 -2.98 2.38
H3 -1.78 -4.32 1.24
H4 -3.50 -2.13 1.59
H5 1.04 -3.03 -0.53
H6 0.46 -4.25 0.51
H7 1.38 -3.92 2.24
O3 2.34 -0.90 -0.55
H8 2.94 -1.48 -1.03
H9 2.57 -0.95 0.45

Output
* SMILES: N#C[C@H](CO)CC=O.O
* Kohn-Sham gap: 10.62 eV
* total charge: 0
* HOMO: -10.4 eV
* LUMO: 0.0065 Eh


If we sort the structures by their calculated energies, the order from most to least stable is #c, #b, #a.